The molecule C5H12O. Source: OMol25; level of theory: ωB97M-V with the def2-TZVPD basis set.

Values from the calculation:
energy above the lowest of the compared OMol25 structures with the same formula, charge and spin	0.275	eV
LUMO	1.0	eV
SMILES string	CC(C)CCO

Cartesian coordinates (Å):
1 C 0.91598 -1.70978 0.46591
2 C 0.72722 -0.22209 0.16040
3 C 1.23179 0.63794 1.31823
4 C -0.73875 0.08315 -0.18895
5 C -1.02382 -0.12709 -1.66704
6 O -0.34972 0.90939 -2.36292
7 H 0.49117 -2.34601 -0.32042
8 H 0.41697 -1.97035 1.40873
9 H 1.97601 -1.96871 0.56657
10 H 1.32121 0.03537 -0.72686
11 H 0.69453 0.40840 2.24765
12 H 1.09377 1.70344 1.10263
13 H 2.29965 0.46687 1.49855
14 H -1.41620 -0.53716 0.41425
15 H -0.97768 1.13054 0.03553
16 H -2.10661 -0.09215 -1.86360
17 H -0.66099 -1.11776 -1.98668
18 H -0.25830 0.65588 -3.28599